38
Properties=species:S:1:pos:R:3:forces:R:3 method="wB97M-V/def2-TZVPD" homo_lumo_gap_ev=8.0 homo_ev=-5.11 de_lowest_kj_mol=1787.7 total_charge=-1 lumo_ev=2.849
C 0.435102 -0.193779 -0.424186 1.9095 -1.4144 -2.6339
O -0.736508 -0.567459 0.177514 13.3871 6.0457 -5.4022
H 1.319332 -0.514799 0.126434 0.2599 0.6385 -0.0634
H 0.508882 -0.650799 -1.410986 0.0090 -0.3219 0.0073
H 0.423542 0.870931 -0.657356 1.8174 -1.8827 1.0333
O 3.289152 -0.229079 -0.618426 0.2406 -0.2843 -0.2884
H 4.134832 0.210831 -0.705306 0.2099 0.1342 0.1051
H 2.698142 0.274321 -1.178356 0.0559 0.1405 -0.2323
O 1.145002 2.543301 -1.554856 0.9274 0.8120 -0.3293
H 1.183572 1.778031 -0.981186 1.0245 0.9858 -0.0424
H 1.691102 2.308571 -2.305126 0.1050 -0.0645 -0.3647
O -1.998188 0.715111 1.081694 -5.6782 4.8683 3.3535
H -2.449868 -0.041229 1.456064 -0.0980 0.2413 0.3167
H -1.361178 0.338041 0.474834 -1.4800 1.7193 -0.0741
O -1.753718 -1.850879 1.224554 -7.8511 -6.1909 4.6933
H -2.416308 -1.945469 0.540254 -0.0097 -0.6083 0.7207
H -1.151228 -1.188929 0.885354 -0.7426 -1.8128 2.1022
O 0.468732 1.724851 1.512724 -3.8161 5.7985 -2.1824
H 0.495082 1.155221 0.743924 0.3887 0.8949 0.8426
H -0.417138 2.087441 1.512494 -0.7198 0.4733 0.0263
O 0.466182 -2.157809 1.294884 3.7218 -3.2566 -0.0639
H -0.412018 -2.509809 1.440164 0.2471 -0.6488 -0.1599
H 0.318672 -1.311119 0.873464 1.2132 -2.6665 0.8716
O -0.158268 -0.354979 2.562104 -7.9535 -0.4933 5.2594
H -0.783558 -1.064129 2.711614 -0.1631 -0.1466 0.3757
H -0.211718 -0.182089 1.622174 -1.8148 0.9525 1.1923
O -2.006628 -1.120339 -1.276446 -5.3417 -1.9557 -6.2592
H -2.759868 -1.427299 -0.771836 -0.4546 0.2859 -0.9655
H -1.307188 -1.025449 -0.629906 -0.3437 -1.0370 -1.1311
O 0.403292 0.003971 -3.736566 0.3583 0.3045 -0.3255
H 0.583482 -0.839049 -4.152576 0.0109 -0.2293 -0.0901
H 0.021602 -0.223499 -2.888746 -0.5310 0.0393 -0.0202
O 1.663972 0.189391 1.951344 10.0069 -1.3337 -1.1595
H 1.427572 1.100481 2.125294 1.4407 -0.8498 1.2382
H 0.883902 -0.310909 2.190974 3.7182 -1.1837 1.5115
O -1.172198 1.856241 -1.108556 -1.1363 1.1038 -0.8085
H -0.483928 1.205941 -0.968496 -2.5329 1.1530 -1.2567
H -1.981648 1.346231 -1.138956 -0.3849 -0.2107 0.2036

39
Properties=species:S:1:pos:R:3:forces:R:3 method="wB97M-V/def2-TZVPD" homo_lumo_gap_ev=7.8 homo_ev=-8.79 de_lowest_kj_mol=603.5 lumo_ev=-0.979
O 1.376487 0.519179 2.522513 4.9230 1.2728 1.3040
H 0.637487 1.035179 2.769513 -2.5972 1.7587 0.2889
H 2.154487 1.141179 2.297513 -1.2801 -1.0530 0.7339
H 1.310487 0.052179 1.702513 -0.6112 -2.6640 -3.4361
C 0.288487 0.068179 -0.327487 -1.6574 -4.3346 -2.1486
O 1.375487 -0.705821 -0.001487 0.9604 1.0432 2.1300
H 0.667487 0.699179 -1.126487 -0.9514 1.7868 0.3220
H -0.340513 0.333179 0.569513 0.2581 0.7723 -1.3121
H -0.337513 -0.790821 -0.979487 -0.0240 2.6502 1.3832
O -1.107513 -2.686821 -3.336487 0.0646 -0.6603 2.6128
H -0.305513 -2.174821 -3.177487 0.2551 0.0306 -0.2103
H -1.352513 -2.529821 -4.205487 -0.6282 0.4398 -2.5293
O -2.836513 1.028179 1.504513 2.1570 3.0697 1.8779
H -3.565513 1.623179 1.624513 -0.6269 0.4803 0.0346
H -3.202513 0.280179 1.163513 -1.5251 -3.5021 -1.8934
O -0.470513 2.510179 2.638513 -1.9757 -4.2286 1.4480
H -0.230513 3.310179 2.296513 0.6022 3.3038 -1.5719
H -1.386513 2.237179 2.341513 1.4709 0.5379 0.0952
O -0.960513 -0.992821 2.916513 0.9400 -0.1358 0.3652
H -0.940513 -0.961821 3.864513 0.2640 -0.3618 0.9540
H -1.653513 -0.388821 2.737513 -1.3907 0.9714 -0.8331
O -0.187513 -2.667821 0.989513 1.5220 -1.5841 -7.1405
H -0.300513 -2.375821 1.808513 -0.5384 2.2971 5.0310
H 0.354487 -2.004821 0.403513 -0.9086 -1.3845 2.0748
O -3.493513 -0.046821 -1.760487 -2.8835 1.1240 -1.0039
H -3.725513 0.313179 -2.660487 0.8866 -0.7476 1.5304
H -2.587513 -0.229821 -1.687487 2.0323 -0.4368 -0.4235
O 3.551487 0.694179 -0.470487 1.7993 3.7710 0.7436
H 3.644487 1.720179 -0.246487 -0.8681 -3.5790 -0.9740
H 2.647487 0.345179 -0.502487 -0.6028 -0.1545 0.5289
O 1.134487 -1.167821 -3.147487 0.5406 -1.3265 1.2453
H 0.969487 -0.291821 -3.354487 -0.6823 2.8957 -2.4201
H 1.179487 -0.906821 -2.221487 0.7058 -1.5818 1.2181
O -0.133513 3.983179 -2.120487 -3.6582 -0.8199 -2.2584
H 0.421487 4.573179 -1.748487 2.8133 3.2913 1.8007
H 0.220487 3.163179 -1.907487 0.8507 -2.4942 0.4790
O 2.747487 -2.950821 0.128513 0.3718 -3.3055 0.5482
H 2.112487 -3.632821 0.491513 0.9363 1.4401 -0.6497
H 2.324487 -2.122821 0.211513 -0.9442 1.4180 0.0551

48
Properties=species:S:1:pos:R:3:forces:R:3 method="wB97M-V/def2-TZVPD" s2=8.7530 homo_lumo_gap_ev="5.4 / 5.5" spin_multiplicity=6 homo_ev="-13.82 / -13.93" total_charge=+2 lumo_ev="-8.449 / -8.465"
O 16.354751 -43.518735 2.787466 -0.4485 0.4821 0.3585
H 16.591392 -43.296162 1.868081 -0.1043 -0.1406 0.0004
H 17.121308 -43.358996 3.458507 1.8945 -0.3412 1.1944
H 15.683630 -42.900745 3.137656 -0.4297 -0.3532 -0.5323
O 21.025202 -44.984306 4.085254 1.1999 0.9249 -0.8702
H 20.434375 -45.253554 4.855601 -1.8137 -0.6192 0.3596
H 21.029697 -43.969540 3.953201 -0.2593 -0.3319 0.6017
H 20.770969 -45.382732 3.238160 -0.1855 -0.4875 0.4335
O 16.959931 -39.506220 4.192307 -0.5231 0.1105 0.5410
H 16.079789 -39.905397 4.302011 -0.1247 0.3902 -0.1855
H 17.614712 -39.981976 4.833420 1.3697 -0.6292 0.2031
H 17.291657 -39.547967 3.285119 -0.0588 0.2210 -0.1017
O 20.481035 -41.101171 1.918137 0.4553 0.0192 -0.9559
H 19.595948 -40.766392 1.741180 -0.0065 0.2196 -0.0290
H 20.847807 -41.512348 1.112060 0.1071 0.2018 0.0642
H 20.553815 -41.721845 2.772921 -0.0043 -0.5269 1.6882
Mn 18.003027 -44.125539 6.448254 1.2403 -3.2367 0.3951
C 19.566098 -47.139147 5.786889 0.2816 0.1781 0.4250
O 18.903643 -45.923255 5.495374 0.2898 1.5818 0.1327
H 20.526102 -46.950846 6.283662 0.0207 -0.0368 0.1517
H 19.008217 -47.795725 6.457810 -0.1607 -0.0368 -0.1574
H 19.811767 -47.682533 4.868417 -0.2555 -0.1471 -0.0673
P 19.397121 -42.263602 5.037408 -0.1742 -2.2436 2.0370
O 19.730335 -43.089606 6.338411 1.0578 2.5324 -0.9608
O 20.577910 -42.436317 4.034323 -1.1226 0.8629 -1.5367
O 18.850427 -40.835611 5.253297 -0.2113 -1.1026 -1.2385
O 18.222554 -43.200038 4.674295 -2.6211 0.8364 -4.2411
O 20.749007 -41.321528 7.993878 -0.2060 -0.4265 0.0617
H 21.437947 -41.727082 8.534948 0.0105 0.1989 0.0876
H 20.263176 -42.074152 7.577155 0.5399 0.4083 0.3579
O 21.632090 -44.441719 7.692784 0.0791 -0.2403 -0.1381
H 21.212458 -44.004237 6.939393 0.1562 0.0127 0.3572
H 21.327257 -43.951854 8.460498 0.0367 -0.1410 0.1160
O 22.481004 -41.631979 5.671467 -0.2487 -0.0083 -0.5466
H 21.868216 -42.009269 5.007614 0.9738 0.4161 0.8843
H 21.941393 -41.440210 6.455397 0.1462 0.0735 0.0282
O 17.294354 -42.335510 7.463640 -0.5010 0.5125 -0.0341
H 16.747802 -41.914354 8.141054 0.1399 -0.1648 0.1849
H 17.792419 -41.599023 7.063685 0.0364 0.2471 0.3951
O 18.690150 -39.525117 7.452809 -0.6974 -0.6177 -0.2536
H 19.052118 -40.022566 6.690771 0.1941 0.7920 1.0324
H 19.073132 -39.951926 8.230066 0.3651 0.2821 -0.0519
O 15.984763 -44.434429 6.155425 -1.4897 0.2695 -0.2660
H 15.340444 -45.057652 5.792477 0.3293 -0.3782 0.1543
H 15.455865 -43.715677 6.528729 0.0415 -0.0954 0.1658
O 20.792191 -39.134086 4.709971 -0.3517 -0.3330 -0.6131
H 20.054773 -39.748959 4.897205 0.9750 0.7060 0.0684
H 21.588006 -39.687046 4.712411 0.0579 0.1586 0.2999

44
Properties=species:S:1:pos:R:3:forces:R:3 method="wB97M-V/def2-TZVPD" homo_lumo_gap_ev=9.2 homo_ev=-6.64 de_lowest_kj_mol=60.6 total_charge=-1 lumo_ev=2.589
C 0.046627 -0.432899 0.375696 -0.2618 1.0532 -1.4446
O -0.162145 -0.447715 -1.002078 0.9224 0.0390 -0.2007
H -0.857792 0.051187 0.749664 0.3782 -0.2197 1.3514
H 0.920346 0.179387 0.592077 0.0160 0.3225 0.6371
H 0.250316 -1.428590 0.746406 -0.4879 -0.3851 0.8225
O -3.181330 0.544127 -0.317990 1.4921 1.2989 -0.3805
H -2.566418 0.074796 0.245109 0.1192 -0.2549 -0.0550
H -3.996631 0.149538 -0.130895 -1.9591 -0.9522 0.2827
O 3.517204 0.303691 0.276250 0.5382 0.1726 0.5046
H 3.932694 -0.238198 0.961642 -0.0829 0.1337 -0.2413
H 2.668144 -0.116199 0.138927 -0.1511 -0.5870 -0.4445
O -0.396329 2.355448 -1.088296 0.8621 1.1640 1.5019
H -0.192797 1.434425 -0.947343 -0.2179 -1.2870 0.0011
H -0.825083 2.343583 -1.916235 -0.9522 0.0058 -1.4793
O 1.487012 -3.067470 2.702050 0.8855 0.2339 -0.7989
H 0.730080 -3.058617 3.263408 -0.8562 0.1617 0.5718
H 1.360163 -2.359436 2.047901 0.0674 -0.4736 0.3041
O 0.230787 -1.991816 -3.263189 0.5656 -1.3798 0.2929
H -0.067254 -1.369053 -3.896264 -0.3392 0.8194 -0.9844
H -0.028097 -1.591846 -2.429235 0.0617 0.1615 0.5646
O 0.301219 2.216762 2.511071 -0.4344 0.2782 0.3959
H 0.816899 1.415720 2.616685 0.2388 0.0722 -0.0556
H 0.887700 2.930073 2.228145 0.1774 -0.4696 -0.3196
O 1.750559 0.616871 -2.767120 0.9490 0.8956 -0.8703
H 1.984384 1.537788 -2.597556 0.1396 -0.0536 -0.1615
H 1.131756 0.437736 -2.072492 -1.0345 -0.9282 0.8942
O -1.953571 -2.197722 -0.639536 -2.1736 -2.4339 2.8460
H -1.335362 -1.491531 -0.753084 1.3016 1.3210 -0.5603
H -2.045915 -2.329109 0.359970 0.2443 0.1925 -2.2873
O -2.414815 1.868547 2.050211 -0.5033 -0.1893 0.8423
H -2.544923 1.967650 1.124825 -0.9892 0.1107 -1.5774
H -1.464520 1.864470 2.051177 1.4614 0.5326 0.7215
O 2.142834 -2.372289 -0.465835 -0.9406 0.4041 0.5623
H 2.264291 -2.638938 -1.374289 0.1666 -0.0512 -0.5357
H 1.229041 -2.006116 -0.488427 0.8633 -0.3548 -0.4325
O -1.943107 0.207475 -2.878541 -3.0447 0.5371 -1.3200
H -1.406017 0.544341 -3.560920 1.3271 0.3502 -0.8465
H -1.457756 -0.116752 -2.155615 1.5369 -0.4311 1.6339
O 2.115013 2.728103 0.308319 1.5942 1.2717 1.4092
H 1.357528 2.556830 -0.199936 -1.7318 -0.3567 -1.2887
H 2.706282 1.975264 0.294046 0.2446 -0.4661 -0.1196
O -1.477102 -0.228749 3.461585 0.1100 -2.2548 -0.8187
H -2.021423 0.286419 2.852805 -0.3291 0.7768 0.0647
H -1.492490 -1.107185 2.986908 0.2263 1.2197 1.0181

7
Properties=species:S:1:pos:R:3:forces:R:3 method="wB97M-V/def2-TZVPD" homo_lumo_gap_ev=8.2 homo_ev=-14.73 total_charge=+1 lumo_ev=-6.516
C -1.279150 0.821651 0.021840 -2.1609 -1.3168 -0.0641
O 1.421604 -0.609032 -0.383755 0.2174 -2.4872 -0.6600
Bi 0.883040 0.969321 0.403450 0.9808 4.3423 1.2612
Li 0.163229 -1.673930 0.245887 -0.5434 -1.1488 -0.5458
F -1.503411 -0.646830 0.126171 0.4882 0.5124 -0.0752
H -1.704693 1.105198 -0.951550 0.4833 -0.0507 0.1223
H -1.980134 1.207651 0.776638 0.5345 0.1489 -0.0384

8
Properties=species:S:1:pos:R:3:forces:R:3 method="wB97M-V/def2-TZVPD" homo_lumo_gap_ev="6.9 / 6.9" homo_ev="-9.39 / -9.39" de_lowest_kj_mol=229.7 lumo_ev="-2.463 / -2.462"
C 1.280112 -0.808538 0.539039 -2.1473 -1.1290 0.0999
O -1.482981 2.303133 -0.778012 -1.1068 1.1620 -0.7071
O -0.137026 1.025508 0.712634 -0.2550 -0.9002 -2.1519
S -0.674601 1.144658 -0.726346 1.4679 -0.2493 2.8159
Br 0.337901 -1.906806 -0.416678 0.0597 -1.4160 -0.2691
Br -2.316620 -0.768948 -0.894953 -0.4194 0.0983 0.0424
H 1.337347 -0.931559 1.570968 0.2514 -0.0284 1.4975
H 1.655866 -0.057447 -0.006655 2.1494 2.4626 -1.3276

8
Properties=species:S:1:pos:R:3:forces:R:3 method="wB97M-V/def2-TZVPD" homo_lumo_gap_ev=8.7 homo_ev=-9.96 smiles=OC(O)(Br)OBr de_lowest_kj_mol=210.4 lumo_ev=-1.309
O 0.458888 0.062021 -0.708310 0.2197 -0.5790 -0.3883
C -0.724658 0.015666 -0.089504 -0.8055 1.7133 2.0899
O -0.643039 -0.309114 1.239757 -1.0557 -0.9604 -1.0626
Br -1.391868 2.134982 -0.022087 0.2470 -0.7779 -0.2740
O -1.712130 -0.695264 -0.739237 0.3012 0.3483 0.2862
Br -3.434168 -0.725858 -0.002991 1.3307 0.1063 -0.2762
H 0.574779 0.794148 -1.342165 -0.6363 -0.3511 0.3735
H 0.165135 -0.153872 1.735666 0.3989 0.5006 -0.7484

9
Properties=species:S:1:pos:R:3:forces:R:3 method="wB97M-V/def2-TZVPD" homo_lumo_gap_ev=8.7 homo_ev=-17.11 de_lowest_kj_mol=452.6 total_charge=+2 lumo_ev=-8.438
Rb -13.908149 -10.784237 6.261244 5.9803 5.6523 3.2995
Ca -15.740298 -13.481064 5.933494 -5.9309 -17.0671 6.6735
O -15.254582 -12.095595 5.350531 -0.2676 11.2852 -8.9863
H -15.983550 -11.447317 5.404131 0.3475 0.1741 -0.8120
C -17.821624 -10.565554 6.971477 -1.1863 0.1742 0.2715
Br -19.405553 -11.709796 6.610641 1.1035 0.3261 0.4982
Br -16.601426 -11.257414 8.427109 -0.5819 -0.1881 -1.1194
Br -18.322834 -8.751117 7.399467 0.2567 -0.7301 -0.2281
H -17.349862 -10.594413 5.989291 0.2785 0.3734 0.4032

7
Properties=species:S:1:pos:R:3:forces:R:3 method="wB97M-V/def2-TZVPD" homo_lumo_gap_ev=10.1 homo_ev=-10.04 smiles=FC(F)NBr de_lowest_kj_mol=56.5 lumo_ev=0.027
F 0.336264 -0.700238 -1.252678 0.3744 -3.9108 -1.6932
C -0.182461 0.218059 -0.492042 -2.5595 0.8498 -0.4113
F 0.494264 1.253742 -0.965036 0.1248 3.1324 -0.0595
N 0.189259 0.105173 0.843919 -2.7345 -0.0920 0.9232
Br -0.645468 -1.371373 1.674394 0.7559 0.5686 -0.2366
H -1.354591 0.280412 -0.727984 2.5065 0.0053 0.9173
H 1.162733 0.214225 0.919427 1.5325 -0.5532 0.5601

9
Properties=species:S:1:pos:R:3:forces:R:3 method="wB97M-V/def2-TZVPD" homo_lumo_gap_ev=7.6 homo_ev=-14.02 de_lowest_kj_mol=247.6 total_charge=+1 lumo_ev=-6.438
C -0.155048 -0.018326 0.169212 -0.0308 0.0832 -0.5561
N 0.267999 2.248000 -1.196759 0.6092 -0.9033 1.3803
N -0.789939 -1.091255 0.472745 -1.5776 0.4295 -0.6137
O -0.761431 2.337910 -1.565538 -2.2053 0.6507 -1.4026
O 1.278741 2.165616 -0.756864 1.2212 0.9847 -0.4073
O -0.405999 -2.210398 1.115535 2.1239 -0.0265 0.1308
Br 1.745474 -0.058364 0.568979 -0.3659 -1.0762 0.7443
H -1.732847 -1.342533 0.175575 -0.1250 1.2505 -0.1790
H 0.553050 -2.030652 1.017115 0.3503 -1.3927 0.9034

7
Properties=species:S:1:pos:R:3:forces:R:3 method="wB97M-V/def2-TZVPD" homo_lumo_gap_ev=7.0 homo_ev=-3.70 de_lowest_kj_mol=77.9 total_charge=-1 lumo_ev=3.286
C -0.408995 -0.660001 -0.378470 2.1700 2.8896 -2.4912
O 1.634730 -2.015013 -1.200405 -0.1109 -0.1056 0.2562
O 1.333608 -1.933581 1.292086 -1.1616 -0.1901 -1.9633
S 0.688968 -2.235503 -0.067190 0.7883 0.6563 1.2020
Br -2.278752 -0.697927 0.105301 -0.0416 -0.0964 -0.2466
H 0.039273 0.154598 0.200855 -0.1192 -0.5453 0.8462
H -0.111170 -0.030638 -1.473163 -1.5250 -2.6085 2.3967

8
Properties=species:S:1:pos:R:3:forces:R:3 method="wB97M-V/def2-TZVPD" homo_lumo_gap_ev=5.1 homo_ev=1.11 de_lowest_kj_mol=98.9 total_charge=-2 lumo_ev=6.170
C 1.441917 1.051452 -1.087056 -0.8387 2.6788 0.4852
O -0.715644 -0.011549 2.446031 0.7120 0.2912 0.3871
O -2.321419 -0.210482 0.531757 0.0873 -0.2269 -0.6741
O -0.437727 -2.024528 0.855992 -0.5569 1.2833 -0.0432
P -1.086853 -0.702958 1.190366 -0.3652 -1.5062 0.5305
Br 0.397807 0.725458 -2.773724 -0.0050 -0.3064 -0.1991
H 2.013566 0.222504 -0.884297 1.5695 -2.5422 -0.3245
H 0.708353 0.950104 -0.279069 -0.6030 0.3284 -0.1620